Record 1
ORCA calculation (wB97M-V/def2-TZVPD) on 3 unconnected molecules or ions with the total composition C37H30B3BrN2O9S.

The geometry in ORCA input format:
```
! wB97M-V def2-TZVPD RIJCOSX def2/J DEFGRID3
* xyz 0 1
C 6.3424 -0.8091 1.4733
C 5.5675 0.4735 2.1823
C 4.5370 1.1324 1.0820
B 4.0106 2.6410 1.4686
O 2.8662 2.9812 2.3391
B 1.8990 3.6916 1.4281
C 0.3036 3.2591 1.6519
C -0.7594 4.1618 0.7929
S -1.5166 3.2144 -0.6842
C -2.7566 1.9535 -0.0199
N -3.0739 1.5046 1.3896
N -4.0483 0.5302 1.1911
C -4.4274 0.2599 -0.2496
O -3.5781 1.2178 -1.0136
O 2.3601 4.6717 0.4001
B 3.6902 4.3151 -0.1303
C 4.1596 4.3619 -1.7110
C 3.4018 5.5137 -2.6058
O 4.0377 6.6741 -2.8532
Br 1.5765 5.1130 -3.3182
O 4.7216 3.8136 0.8458
H 6.2150 -0.7534 0.3008
H 7.5175 -0.7740 1.6646
H 5.9290 -1.8498 1.8514
H 6.3198 1.3476 2.4859
H 4.9280 0.1227 3.1168
H 3.5851 0.4441 0.8720
H 5.1115 1.2304 0.0402
H 0.1529 2.1162 1.3653
H 0.1057 3.3865 2.8079
H -0.3152 5.1668 0.3597
H -1.7065 4.4716 1.4501
H -5.1922 -0.5000 -0.7290
H 3.9231 3.3227 -2.2446
H 5.3487 4.4598 -1.7530
O -5.0861 2.5329 -8.2591
C -5.6447 2.0834 -7.2660
C -6.6986 1.0571 -7.4004
C -7.0450 0.5812 -8.6717
C -8.0114 -0.4170 -8.8038
C -8.6320 -0.9427 -7.6709
C -8.3009 -0.4574 -6.4047
C -7.3368 0.5489 -6.2697
C -7.0059 1.0686 -4.9279
O -7.6057 0.6610 -3.9398
C -5.9390 2.0798 -4.7916
C -5.5922 2.5533 -3.5193
C -4.5620 3.4841 -3.3774
C -3.8766 3.9433 -4.5018
C -4.2304 3.4835 -5.7721
C -5.2679 2.5534 -5.9180
H -6.5608 0.9829 -9.5601
H -8.2760 -0.7887 -9.7913
H -9.3760 -1.7296 -7.7729
H -8.7933 -0.8689 -5.5252
H -6.1196 2.1956 -2.6365
H -4.2915 3.8475 -2.3884
H -3.0672 4.6616 -4.3904
H -3.6923 3.8495 -6.6451
O 2.3086 -7.1980 6.5716
C 2.7781 -6.1915 6.0551
C 2.0859 -5.5374 4.9259
C 0.8738 -6.0615 4.4581
C 0.1938 -5.4261 3.4182
C 0.7190 -4.2684 2.8446
C 1.9353 -3.7547 3.2974
C 2.6232 -4.3940 4.3359
C 3.9179 -3.8536 4.7962
O 4.4164 -2.8812 4.2413
C 4.5998 -4.4954 5.9374
C 5.8110 -3.9688 6.4055
C 6.4459 -4.5483 7.5050
C 5.8752 -5.6516 8.1391
C 4.6755 -6.1868 7.6651
C 4.0388 -5.6105 6.5581
H 0.4550 -6.9616 4.9048
H -0.7495 -5.8317 3.0592
H 0.1827 -3.7660 2.0427
H 2.3419 -2.8535 2.8413
H 6.2601 -3.1047 5.9187
H 7.3842 -4.1356 7.8695
H 6.3651 -6.0973 9.0020
H 4.2382 -7.0502 8.1639
*
```

Computed properties:
SMILES string = CCCB1OB(CCSc2nnco2)OB(CC(=O)Br)O1.O=C1c2ccccc2C(=O)c2ccccc21.O=C1c2ccccc2C(=O)c2ccccc21
Frontier orbital gap = 0.283 hartree
Highest occupied orbital energy = -8.85 eV

Record 2
ORCA calculation (wB97M-V/def2-TZVPD) on a molecular structure, C37H30BrN2O4PSTi.

The geometry in ORCA input format:
```
! wB97M-V def2-TZVPD RIJCOSX def2/J DEFGRID3
* xyz 1 2
Ti -0.6521 -0.7351 -0.3878
C 7.4386 -1.3138 1.5293
C 6.0333 -1.3283 0.9897
C 5.3763 -2.5294 0.7227
C 4.0863 -2.5497 0.2203
C 3.4526 -1.3340 -0.0129
C 4.0764 -0.1185 0.2469
C 5.3669 -0.1290 0.7470
S 1.8545 -1.3218 -0.6716
O 1.8579 -1.7531 -2.0348
O 1.2871 0.0568 -0.4558
N 0.8778 -2.2430 0.1953
C 0.6633 -1.8349 1.5605
C 1.5060 -2.0746 2.6332
C 1.0579 -1.6858 3.8814
C -0.1926 -1.0803 4.0283
C -0.9453 -0.8454 2.9031
N -0.5040 -1.2028 1.6892
H 7.8219 -2.3224 1.6738
H 7.4852 -0.7894 2.4847
H 8.1090 -0.7931 0.8436
H 5.8896 -3.4658 0.9047
H 3.5920 -3.4901 0.0112
H 3.5602 0.8153 0.0665
H 5.8654 0.8116 0.9507
H 2.4551 -2.5691 2.4875
H 1.6743 -1.8638 4.7538
H -0.5702 -0.7997 5.0012
H -1.9225 -0.3819 2.9400
C -5.6528 2.8779 -0.7913
C -4.9472 2.7686 -1.9781
C -3.5923 2.4604 -1.9611
C -2.9298 2.2614 -0.7504
C -3.6554 2.3499 0.4370
C -5.0044 2.6666 0.4188
P -1.1852 1.7424 -0.7426
C -0.2768 2.6946 0.5230
C 0.8504 3.4472 0.1971
C 1.5911 4.0767 1.1885
C 1.2241 3.9613 2.5204
C 0.1161 3.1972 2.8601
C -0.6176 2.5616 1.8698
C -0.5522 2.3044 -2.3404
C -0.0400 1.4121 -3.2723
C 0.4027 1.8616 -4.5119
C 0.3297 3.2099 -4.8236
C -0.1949 4.1129 -3.9021
C -0.6359 3.6600 -2.6721
H -6.7069 3.1236 -0.8071
H -5.4451 2.9235 -2.9265
H -3.0637 2.3761 -2.9000
H -3.1798 2.1830 1.3951
H -5.5502 2.7442 1.3501
H 1.1688 3.5357 -0.8312
H 2.4581 4.6618 0.9098
H 1.8015 4.4605 3.2879
H -0.1773 3.0930 3.8967
H -1.4649 1.9569 2.1669
H 0.0304 0.3484 -3.0705
H 0.8021 1.1551 -5.2270
H 0.6744 3.5633 -5.7869
H -0.2668 5.1655 -4.1439
H -1.0644 4.3630 -1.9662
Br -5.3115 -2.5418 0.3369
C -4.0040 -3.8255 -0.1220
C -4.3593 -5.1496 0.0808
C -3.4779 -6.1692 -0.2547
C -2.2411 -5.8766 -0.8087
C -1.8952 -4.5546 -1.0289
C -2.7643 -3.5214 -0.6794
C -2.2698 -2.1480 -0.9143
O -2.6153 -1.1390 -0.2414
O -1.3097 -1.9416 -1.7558
H -5.3311 -5.3754 0.4969
H -3.7726 -7.1969 -0.0841
H -1.5554 -6.6682 -1.0769
H -0.9390 -4.3012 -1.4661
*
```

Computed properties:
Frontier orbital gap (spin up / spin down) = 0.305 / 0.312 hartree
Highest occupied orbital energy (spin up / spin down) = -11.23 / -11.44 eV
Energy relative to the best compared isomer or geometry (same formula, charge and spin) = 0.696 eV

Record 3
ORCA calculation (wB97M-V/def2-TZVPD) on a molecular structure, C37H30Cl2GeN2O2Ru.

The geometry in ORCA input format:
```
! wB97M-V def2-TZVPD RIJCOSX def2/J DEFGRID3
* xyz -1 2
Ru -0.5723 1.9592 -0.0878
C -0.5395 2.7699 -3.1563
O -1.1647 1.9901 -2.1381
C -1.9232 0.8892 -2.5153
C -2.2977 0.6239 -3.8119
C -3.0549 -0.5162 -4.0824
C -3.4199 -1.3576 -3.0416
C -3.0475 -1.0819 -1.7324
C -2.2819 0.0546 -1.4385
N -1.8400 0.4129 -0.1805
N -2.2311 -0.4163 0.7906
C -1.9432 -0.1095 2.0719
C -1.3906 1.1065 2.5547
O -1.0848 2.1545 1.8186
C -1.1735 1.2447 3.9502
C -1.4667 0.2625 4.8483
C -2.0349 -0.9617 4.4097
C -2.3389 -2.0026 5.3160
C -2.8889 -3.1800 4.8850
C -3.1606 -3.3535 3.5145
C -2.8645 -2.3629 2.6156
C -2.2872 -1.1412 3.0306
H -1.2991 3.2423 -3.7816
H 0.1156 2.1298 -3.7526
H 0.0385 3.5224 -2.6314
H -1.9920 1.2763 -4.6178
H -3.3469 -0.7347 -5.1014
H -4.0076 -2.2449 -3.2443
H -3.3298 -1.7292 -0.9168
H -0.7461 2.1875 4.2710
H -1.2731 0.4044 5.9061
H -2.1278 -1.8485 6.3692
H -3.1171 -3.9693 5.5914
H -3.5997 -4.2819 3.1677
H -3.0512 -2.4989 1.5601
C 1.1369 1.9939 -0.0597
Ge 1.8416 0.2193 -0.2837
C 1.6980 -0.2470 -2.1896
C 2.6937 0.2705 -3.0264
C 2.6533 0.0815 -4.3992
C 1.6135 -0.6447 -4.9692
C 0.6207 -1.1678 -4.1562
C 0.6612 -0.9637 -2.7806
C 1.1957 -1.1451 0.9526
C 0.6764 -2.3733 0.5517
C 0.2904 -3.3225 1.4891
C 0.4238 -3.0583 2.8440
C 0.9392 -1.8389 3.2584
C 1.3148 -0.8914 2.3185
C 3.7993 0.2491 0.0773
C 4.4509 1.4778 0.1804
C 5.8167 1.5493 0.4318
C 6.5544 0.3850 0.5875
C 5.9189 -0.8478 0.4965
C 4.5559 -0.9092 0.2461
H 3.5171 0.8283 -2.5929
H 3.4349 0.4953 -5.0256
H 1.5799 -0.7992 -6.0411
H -0.2054 -1.7207 -4.5860
H -0.1527 -1.3531 -2.1813
H 0.5684 -2.6026 -0.5012
H -0.1321 -4.2652 1.1619
H 0.0889 -3.7838 3.5753
H 1.0139 -1.6108 4.3144
H 1.6929 0.0692 2.6541
H 3.8738 2.3907 0.0719
H 6.3032 2.5145 0.5118
H 7.6181 0.4362 0.7868
H 6.4879 -1.7611 0.6256
H 4.0698 -1.8786 0.1912
Cl -4.2818 6.3914 -2.2783
C -3.1489 6.4725 -0.9072
Cl -2.2834 4.9611 -0.6399
H -3.7263 6.7066 -0.0210
H -2.4307 7.2528 -1.1283
*
```

Computed properties:
Frontier orbital gap (spin up / spin down) = 0.182 / 0.223 hartree
Highest occupied orbital energy (spin up / spin down) = -2.60 / -3.71 eV

Record 4
ORCA calculation (wB97M-V/def2-TZVPD) on a molecular structure, C37H30F13N4O5Sn.

The geometry in ORCA input format:
```
! wB97M-V def2-TZVPD RIJCOSX def2/J DEFGRID3
* xyz 1 1
Sn -2.7780 0.8744 1.5634
C 0.2338 -5.0231 6.0561
C -0.0389 -3.6640 5.4940
C 0.2208 -2.5171 6.2370
C -0.0500 -1.2844 5.6960
C -0.6238 -1.1617 4.4024
N -0.9144 0.0492 3.9226
C -0.1340 1.0797 4.2268
C 1.2686 0.8632 4.3315
C 2.1278 1.9207 4.4799
C 1.6175 3.2092 4.5698
C 2.5294 4.3853 4.6895
C 0.2281 3.4260 4.5039
C -0.6676 2.4112 4.2905
C -2.1889 2.6124 4.2945
O -2.8997 1.8801 3.4082
C -2.6773 2.2513 5.7370
F -2.5312 0.9330 5.9628
F -3.9633 2.5448 5.9131
F -1.9743 2.8843 6.6960
C -2.5574 4.1007 4.0034
F -2.1976 4.9567 4.9878
F -1.9421 4.5057 2.8788
F -3.8644 4.2497 3.8229
C -0.9423 -2.3339 3.6542
C -0.6029 -3.5459 4.2168
C -1.4658 -2.2385 2.2027
O -2.2054 -1.1642 1.8778
C -2.4041 -3.4658 1.9042
F -3.3010 -3.5961 2.8918
F -1.7720 -4.6581 1.7823
F -3.0697 -3.2836 0.7657
C -0.2126 -2.2907 1.2808
F -0.5506 -2.1615 -0.0075
F 0.6122 -1.2677 1.5823
F 0.5094 -3.4183 1.3993
H 0.9541 -4.9833 6.8709
H -0.6924 -5.4511 6.4478
H 0.6017 -5.6995 5.2854
H 0.6075 -2.5990 7.2444
H 0.0450 -0.3856 6.2903
H 1.6452 -0.1303 4.1345
H 3.1972 1.7587 4.4760
H 3.5083 4.0954 5.0672
H 2.6694 4.8399 3.7054
H 2.1049 5.1474 5.3423
H -0.1187 4.4404 4.6248
H -0.7693 -4.4564 3.6641
F -2.8591 -0.0581 -5.6090
C -1.7410 0.1039 -4.8643
C -1.8651 0.6149 -3.5998
C -0.7364 0.8262 -2.8181
C -0.9133 1.3743 -1.4516
O -2.0101 1.7767 -1.0840
C 0.2993 1.3777 -0.6564
C 1.4831 1.0893 -1.2477
N 1.6467 0.7173 -2.5448
C 2.9660 0.4329 -3.0475
C 4.0583 1.4106 -2.7445
C 3.5150 1.3096 -4.1389
C 0.5259 0.5125 -3.3358
C 0.6301 -0.0350 -4.6168
C -0.4971 -0.2404 -5.4004
N -0.3178 -0.8170 -6.6910
C -1.4458 -1.4371 -7.3769
C -0.9031 -2.1464 -8.6277
N 0.5559 -2.4130 -8.4013
C 1.3258 -1.1180 -8.4358
C 0.5181 -0.0859 -7.6324
C 0.3436 1.6992 0.8139
O 1.3966 2.0632 1.3218
O -0.7395 1.5072 1.4836
H -2.8364 0.8795 -3.2023
H 2.3886 1.1556 -0.6592
H 3.2257 -0.6201 -3.0638
H 5.0393 1.0092 -2.5389
H 3.7924 2.2884 -2.1735
H 4.1296 0.8472 -4.8992
H 2.8800 2.1172 -4.4766
H 1.5976 -0.3323 -4.9964
H -2.2184 -0.7323 -7.6925
H -1.9084 -2.1606 -6.7065
H -0.9545 -1.5288 -9.5228
H -1.4059 -3.0905 -8.8221
H 0.9299 -3.0813 -9.0729
H 0.6592 -2.8012 -7.4607
H 1.4480 -0.8464 -9.4827
H 2.3010 -1.3213 -7.9977
H -0.0796 0.5475 -8.2999
H 1.2038 0.5664 -7.0988
*
```

Computed properties:
Frontier orbital gap (spin up / spin down) = 0.203 / 0.203 hartree
Highest occupied orbital energy (spin up / spin down) = -9.83 / -9.83 eV

Record 5
ORCA calculation (wB97M-V/def2-TZVPD) on a molecular structure, C37H30F6IrN3O5P2.

The geometry in ORCA input format:
```
! wB97M-V def2-TZVPD RIJCOSX def2/J DEFGRID3
* xyz -1 6
Ir -1.7557 0.0656 0.5097
N -3.3518 -0.4513 1.5565
C -4.7523 -0.3102 0.9904
C -4.9545 -1.1734 -0.2898
C -3.9095 -0.6263 -1.4011
O -4.0952 -0.8176 -2.5701
O -2.8307 0.0962 -1.0285
H -3.1895 -1.4379 1.8601
H -3.2488 0.0062 2.5365
H -4.6970 0.7258 0.7454
H -5.4493 -0.6046 1.7643
H -5.9988 -1.1830 -0.6899
H -4.6410 -2.1959 0.0653
F 1.2185 -1.4151 -2.0955
P 1.8197 -2.3333 -3.3739
F 0.8907 -1.4142 -4.3404
F 2.5341 -3.1361 -4.6665
F 0.6102 -3.3996 -3.2746
F 3.0320 -1.1998 -3.4966
F 2.7194 -3.1865 -2.3020
N 0.6510 -9.4618 -0.3384
C 0.4936 -8.3159 -0.2508
C 0.3209 -6.8702 -0.0223
C -0.9981 -6.5035 0.3143
C -1.2938 -5.1756 0.7271
C -0.2516 -4.2308 0.6599
C 1.1126 -4.6120 0.2150
C 1.3613 -5.9220 -0.1206
C -0.6456 -2.8916 0.6168
C -0.9734 -1.6588 0.5469
H -1.8199 -7.2387 0.4072
H -2.2545 -4.8897 1.0507
H 1.7828 -3.7745 -0.0717
H 2.2929 -6.2292 -0.5618
N -0.2661 0.9243 -0.1625
P 0.4615 1.9464 -1.0371
C 0.6224 3.5679 -0.2417
C -0.4894 4.1196 0.4026
C -0.3456 5.1696 1.2735
C 0.9814 5.7380 1.4644
C 2.0622 5.2594 0.7473
C 1.8254 4.2706 -0.1730
C 2.1352 1.4965 -1.6420
C 2.6798 2.2493 -2.7151
C 3.9164 1.9712 -3.2405
C 4.7834 1.0143 -2.5780
C 4.2320 0.2673 -1.5823
C 2.9191 0.4986 -1.1172
C -0.5315 2.1549 -2.5094
C -0.3119 1.2319 -3.5862
C -1.0673 1.3711 -4.7626
C -1.8235 2.5327 -4.9967
C -2.1538 3.3143 -3.8986
C -1.4513 3.1705 -2.7192
H -1.4525 3.6084 0.2724
H -1.2182 5.6428 1.8143
H 1.0941 6.5147 2.1815
H 3.0178 5.7999 0.8685
H 2.6404 3.9167 -0.7998
H 2.0841 3.0255 -3.2118
H 4.3890 2.5382 -4.0496
H 5.7594 0.8249 -2.9783
H 4.7276 -0.6070 -1.1337
H 2.4635 -0.2113 -0.4306
H 0.3935 0.4180 -3.5241
H -0.9191 0.5136 -5.4959
H -2.1377 2.7770 -6.0324
H -2.9948 3.9959 -3.8185
H -1.6403 3.9104 -1.8917
O 1.6159 0.7587 3.2009
C 1.1221 0.6081 4.4671
C 2.1160 0.4072 5.4765
C 1.7001 0.4134 6.8428
C 0.3114 0.3972 7.0775
C -0.6316 0.5320 6.0388
C -0.2958 0.5873 4.7232
C -1.2959 0.3808 3.6535
O -2.5098 0.4253 3.9566
O -0.7803 0.1960 2.4213
H 0.7070 0.7303 2.6596
H 3.1708 0.2747 5.0958
H 2.4335 0.3507 7.6348
H -0.0287 0.2818 8.1004
H -1.7484 0.4858 6.2836
*
```

Computed properties:
Frontier orbital gap (spin up / spin down) = 0.166 / 0.234 hartree
Highest occupied orbital energy (spin up / spin down) = -2.69 / -6.51 eV
Energy relative to the best compared isomer or geometry (same formula, charge and spin) = 1.908 eV

Record 6
ORCA calculation (wB97M-V/def2-TZVPD) on a molecular structure, C37H31Cl3P2Si2V.

The geometry in ORCA input format:
```
! wB97M-V def2-TZVPD RIJCOSX def2/J DEFGRID3
* xyz 2 2
V -0.5003 -0.3153 0.4418
C 0.7957 2.1284 -2.3741
Si 1.1780 0.6327 -1.3057
C 2.6791 1.0422 -0.2350
C 3.7567 1.6852 -0.8556
C 4.8892 2.0395 -0.1397
C 4.9708 1.7739 1.2219
C 3.9204 1.1438 1.8623
C 2.7918 0.7726 1.1305
P 1.4305 -0.0593 1.9440
C 1.0196 0.8522 3.4465
C 0.4126 2.0996 3.3189
C 0.1444 2.8643 4.4397
C 0.4888 2.3866 5.6981
C 1.1091 1.1538 5.8315
C 1.3772 0.3822 4.7107
C 1.9229 -1.7167 2.4478
C 1.0013 -2.5000 3.1470
C 1.3545 -3.7665 3.5761
C 2.6281 -4.2563 3.3113
C 3.5396 -3.4900 2.6009
C 3.1886 -2.2205 2.1601
C 1.5906 -0.8016 -2.4622
C 2.4807 -0.5948 -3.5203
C 2.8178 -1.6305 -4.3789
C 2.2630 -2.8941 -4.2119
C 1.3664 -3.1224 -3.1827
C 1.0418 -2.0751 -2.3232
P -0.1879 -2.2587 -1.0418
C -1.8002 -1.8359 -1.7293
C -2.9229 -1.8639 -0.8930
C -4.1715 -1.5266 -1.3910
C -4.3053 -1.1668 -2.7232
C -3.1950 -1.1333 -3.5602
C -1.9418 -1.4529 -3.0685
C -0.2131 -3.9445 -0.4374
C 0.9304 -4.4243 0.2040
C 0.9947 -5.7537 0.5829
C -0.0786 -6.6008 0.3360
C -1.2164 -6.1247 -0.2976
C -1.2867 -4.7987 -0.6932
H 1.6546 2.3615 -3.0063
H 0.6036 3.0283 -1.7843
H -0.0463 1.9542 -3.0415
H 3.7196 1.9294 -1.9096
H 5.7077 2.5382 -0.6400
H 5.8488 2.0672 1.7804
H 3.9748 0.9501 2.9269
H 0.1764 2.5012 2.3414
H -0.3252 3.8324 4.3350
H 0.2799 2.9819 6.5761
H 1.3892 0.7901 6.8101
H 1.8625 -0.5771 4.8284
H 0.0164 -2.1130 3.3927
H 0.6439 -4.3660 4.1275
H 2.9100 -5.2386 3.6654
H 4.5301 -3.8724 2.3972
H 3.9096 -1.6248 1.6145
H 2.9307 0.3758 -3.6848
H 3.5174 -1.4542 -5.1840
H 2.5274 -3.6954 -4.8879
H 0.9264 -4.1030 -3.0490
H -2.8391 -2.1940 0.1394
H -5.0375 -1.5606 -0.7450
H -5.2804 -0.9141 -3.1166
H -3.3093 -0.8605 -4.5999
H -1.0820 -1.4246 -3.7256
H 1.7752 -3.7702 0.3940
H 1.8837 -6.1309 1.0682
H -0.0239 -7.6394 0.6323
H -2.0463 -6.7880 -0.4970
H -2.1683 -4.4420 -1.2084
Cl -2.4240 0.5405 1.4376
Si -1.3526 1.8248 -0.2022
Cl -2.6446 1.7622 -1.7624
Cl -1.3141 3.7169 0.4698
*
```

Computed properties:
Frontier orbital gap (spin up / spin down) = 0.254 / 0.274 hartree
Highest occupied orbital energy (spin up / spin down) = -14.23 / -14.21 eV